No. 1
Below is a molecular structure, C10H18Al2BeCl7F6NO in a non-equilibrium geometry, with properties calculated with ωB97M-V with the def2-TZVPD basis set.

Last column: Löwdin charge in e.
CARTESIAN COORDINATES (ANGSTROEM)
C -2.88 -3.26 -3.13  -0.0782
C -1.56 -3.76 -2.50  -0.4307
C -1.78 -4.20 -1.03  -0.0813
C -0.39 -2.80 -2.69  -0.1903
C -0.55 -1.47 -1.95  -0.2171
N 0.25 -0.52 -2.65  0.1487
C 0.25 0.73 -2.07  -0.2015
C 1.12 0.58 -0.71  -0.1797
C 0.80 1.74 0.42  -0.2402
O 0.42 0.22 0.40  -0.0417
H -3.46 -2.68 -2.41  0.0697
H -3.47 -4.14 -3.41  0.0771
H -2.66 -2.71 -4.05  0.0529
H -1.30 -4.67 -3.05  0.1310
H -2.51 -5.01 -1.06  0.0771
H -0.84 -4.56 -0.62  0.0747
H -2.24 -3.39 -0.45  0.0707
H -0.30 -2.56 -3.78  0.0896
H 0.57 -3.23 -2.41  0.1185
H -0.16 -1.64 -0.93  0.1483
H -1.62 -1.19 -1.94  0.1497
H 0.83 1.46 -2.66  0.0982
H -0.74 1.10 -1.72  0.1160
H 2.15 0.25 -0.82  0.1634
H 0.75 1.63 1.52  0.0814
H 1.91 1.91 0.45  0.1260
Be -0.53 3.18 0.09  0.7485
C -2.30 1.67 3.74  -1.9913
Cl -1.74 0.02 3.99  0.5721
Cl -2.17 2.58 5.21  0.6752
Cl -1.23 2.47 2.53  0.5162
Cl -3.96 1.65 3.14  0.5459
F 1.59 2.55 6.92  -0.2535
Al 0.85 2.30 8.44  -0.2338
F -0.54 3.23 8.64  -0.1577
F 2.08 2.84 9.55  -0.2153
F 0.51 0.66 8.66  -0.1626
Al 3.36 3.47 7.96  0.9015
C 3.31 2.44 -4.03  -0.9996
Cl 4.75 2.88 -4.93  0.5198
Cl 3.03 3.55 -2.67  0.5133
H 2.45 2.47 -4.69  0.0425
H 3.44 1.43 -3.64  0.0287
F 0.20 3.72 5.69  -0.5851
F -1.22 -1.60 -5.25  -0.4603
Cl 5.54 0.65 -6.09  -0.1367

Properties
HOMO-LUMO gap, eV: 1.63

***

No. 2
Below is 2 unconnected molecules or ions with the total composition C10H18BF3NO10PS2 in a non-equilibrium geometry, with properties calculated with ωB97M-V with the def2-TZVPD basis set.

Last column: Löwdin charge in e.
CARTESIAN COORDINATES (ANGSTROEM)
C 3.08 0.97 2.88  -0.1058
C 2.00 1.39 1.78  -0.1195
B 1.70 0.21 0.75  -0.4267
O 2.66 -0.83 0.69  0.1516
N 0.49 0.16 -0.23  -0.0360
C -0.01 -1.22 0.03  -0.7198
O -0.09 -1.42 1.26  0.1099
O -0.32 -2.12 -0.77  0.0718
C -0.63 1.08 0.25  -0.3150
P -2.31 0.32 -0.25  0.9976
C -3.16 1.30 -1.59  -0.3228
C -3.37 0.06 1.27  -0.2526
C -0.45 2.59 -0.11  -0.1658
O 0.78 2.97 -0.76  -0.1383
C 0.91 2.12 -1.90  -0.1536
C 1.02 0.55 -1.54  -0.2186
S 0.43 -0.27 -3.07  0.8203
O -0.99 -0.54 -3.15  -0.2773
O 0.77 0.57 -4.24  -0.3232
C 1.49 -1.82 -3.30  -0.5599
F 0.77 -2.89 -3.66  0.1558
F 2.42 -1.59 -4.30  0.0734
F 2.23 -2.09 -2.18  0.1129
H 3.20 1.88 3.55  0.0708
H 4.07 0.78 2.41  0.0672
H 2.73 0.14 3.54  0.0969
H 2.47 2.24 1.20  0.1123
H 1.11 1.80 2.32  0.1056
H 3.53 -0.47 0.45  0.1123
H -0.66 1.00 1.37  0.1209
H -3.96 0.69 -2.09  0.0469
H -3.72 2.17 -1.11  0.0267
H -2.48 1.77 -2.35  0.0222
H -4.46 0.30 1.13  0.0349
H -3.26 -1.02 1.61  0.0633
H -2.94 0.67 2.12  0.0403
H -1.29 3.05 -0.72  0.1145
H -0.47 3.17 0.86  0.1363
H -0.06 2.22 -2.48  0.1218
H 1.77 2.36 -2.56  0.1417
H 2.14 0.37 -1.52  0.1531
O -2.04 -3.20 3.22  -0.5248
S -1.43 -4.52 2.88  0.1239
O -1.85 -5.54 3.88  -0.5274
O 0.06 -4.40 2.89  -0.5089
O -1.88 -4.94 1.52  -0.5088

Properties
HOMO-LUMO gap, eV: 2.07
Charge: -2

***

No. 3
Below is a gas-phase ion, C10H18BrN2 (charge +1) in a non-equilibrium geometry, with properties calculated with ωB97M-V with the def2-TZVPD basis set.

Last column: Löwdin charge in e.
CARTESIAN COORDINATES (ANGSTROEM)
C -2.59 0.82 -1.43  -0.0166
N -1.15 1.03 -1.60  -0.0400
C -0.64 1.89 -2.40  -0.1138
C 0.67 1.98 -2.78  -0.0871
C 1.66 1.05 -2.56  -0.0422
C 1.64 0.10 -1.55  -0.0455
C 1.07 0.21 -0.31  -0.2908
C 0.66 1.49 0.27  0.0086
N 1.20 -0.82 0.54  0.0606
C 0.87 -0.88 1.95  -0.1473
C 0.18 -2.29 2.24  -0.3149
C -0.66 -2.56 3.43  -0.5982
Br -2.34 -1.60 3.12  0.6273
H -3.22 0.66 -2.33  0.0966
H -2.84 -0.19 -0.96  0.1201
H -2.95 1.64 -0.86  0.0792
H -0.58 0.23 -1.60  0.1022
H -1.22 2.73 -2.90  0.1730
H 1.15 2.84 -3.39  0.1577
H 2.46 1.11 -3.16  0.0893
H 2.15 -0.83 -1.67  0.1176
H 0.93 1.64 1.31  0.1077
H -0.39 1.65 0.30  0.0891
H 1.09 2.24 -0.31  0.0811
H 1.70 -1.70 0.28  0.1806
H 1.74 -0.85 2.54  0.1084
H 0.16 -0.05 2.26  0.1179
H -0.46 -2.51 1.34  0.1123
H 0.93 -3.00 2.21  0.0772
H -0.39 -2.33 4.53  0.0996
H -0.84 -3.67 3.51  0.0904

Properties
HOMO-LUMO gap, eV: 7.61
Charge: +1
SMILES: C/[NH+]=C/C=C\C=C(/C)NCCCBr

***

No. 4
Below is a molecular structure, C10H18Cl2N2O2PSW in a non-equilibrium geometry, with properties calculated with ωB97M-V with the def2-TZVPD basis set.

Last column: Löwdin charge in e.
CARTESIAN COORDINATES (ANGSTROEM)
C -0.38 -4.05 -3.82  -0.0276
C -0.11 -2.82 -3.01  -0.7154
H -1.45 -4.28 -3.74  0.1131
H 0.21 -4.90 -3.45  0.1120
H -0.13 -3.88 -4.88  0.1225
O -0.96 -2.13 -2.47  -0.0108
Cl 1.64 -2.37 -2.92  0.6725
W 1.05 -0.36 -0.12  0.7769
P 0.37 1.43 -1.40  0.6275
C -1.18 2.26 -0.93  -0.1785
C 1.67 2.66 -1.62  -0.1910
H 0.66 -0.14 -3.19  -0.0155
H 0.25 1.50 -3.75  0.0952
H -1.01 0.42 -3.05  0.0794
C 0.04 0.73 -3.00  -0.2161
H 2.63 2.16 -1.78  0.0739
H 1.44 3.28 -2.50  0.0922
H -1.46 2.97 -1.72  0.0984
H -1.08 2.79 0.02  0.0577
H 1.76 3.31 -0.73  0.0707
H -1.98 1.51 -0.83  0.0648
C -0.78 -1.05 -0.12  -0.2285
O -1.91 -1.41 -0.06  0.1992
Cl 3.05 -1.29 -0.37  0.2078
C 0.56 -1.43 3.68  0.0184
N -0.02 -0.10 3.84  -0.0860
C -0.99 0.27 4.77  0.0580
C -1.30 1.58 4.53  0.0445
N -0.51 1.98 3.45  0.1198
C 0.25 0.95 3.03  -0.6198
S 1.38 0.98 1.72  0.7659
H -0.02 -2.02 2.96  0.1062
H 1.59 -1.33 3.31  0.0902
H 0.57 -1.94 4.65  0.1287
H -1.38 -0.41 5.50  0.1578
H -2.00 2.25 4.99  0.1545
H -0.47 2.89 3.00  0.1815

Properties
HOMO-LUMO gap (alpha / beta), eV: 6.28 / 5.97
Charge: +3
⟨S²⟩: 2.028
Spin multiplicity: 3

***

No. 5
Below is C10H18ClNO2 in the gas phase in a non-equilibrium geometry, with properties calculated with ωB97M-V with the def2-TZVPD basis set.

Last column: Löwdin charge in e.
CARTESIAN COORDINATES (ANGSTROEM)
C -0.14 2.03 -1.06  -0.0616
C 0.40 1.35 0.18  -0.4352
C 1.45 2.40 0.68  -0.0371
C -0.78 1.14 1.26  -0.1186
C -1.62 -0.06 0.94  -0.1625
C -0.71 -1.37 0.92  -0.1207
C 0.35 -1.32 -0.22  -0.5226
C 1.23 -2.62 0.10  -0.0285
C -0.16 -1.47 -1.59  -0.1080
C 1.14 0.01 0.00  -0.4223
Cl 2.28 0.16 -1.56  0.6954
N 2.16 -0.24 1.06  -0.3845
O 1.70 -0.66 2.11  0.0581
O 3.36 -0.17 0.81  0.0352
H -1.06 2.57 -0.87  0.1003
H -0.36 1.33 -1.80  0.0384
H 0.55 2.64 -1.57  0.0686
H 2.15 2.71 -0.03  0.0708
H 1.90 2.17 1.61  0.0778
H 0.91 3.23 0.95  0.0615
H -1.40 2.05 1.13  0.1218
H -0.47 0.89 2.25  0.1078
H -2.47 -0.12 1.66  0.1206
H -2.16 0.04 0.01  0.1004
H -0.14 -1.58 1.80  0.0799
H -1.27 -2.33 0.83  0.1283
H 2.21 -2.55 -0.51  0.1063
H 0.68 -3.50 -0.18  0.0716
H 1.43 -2.65 1.22  0.0961
H 0.63 -1.72 -2.31  0.0653
H -0.81 -0.66 -1.97  0.0834
H -0.74 -2.46 -1.64  0.1142

Properties
HOMO-LUMO gap, eV: 10.29
SMILES: CC1(C)CCCC(C)(C)C1(Cl)[N+](=O)[O-]

***

No. 6
Below is C10H18ClNOSi in the gas phase in a non-equilibrium geometry, with properties calculated with ωB97M-V with the def2-TZVPD basis set.

Last column: Löwdin charge in e.
CARTESIAN COORDINATES (ANGSTROEM)
C -1.75 1.61 -3.40  -0.2151
Si -0.87 0.84 -1.92  0.5821
C 0.96 0.95 -2.33  -0.1858
C -1.31 -1.03 -1.68  -0.1867
C -1.46 1.76 -0.29  -0.2062
C -0.42 1.75 0.88  -0.2499
O -0.19 0.33 1.05  -0.1450
C 0.49 0.17 2.24  -0.5558
Cl -0.63 0.23 3.89  0.4214
N 1.13 -1.04 2.29  -0.1499
C 1.92 -1.55 3.27  -0.1185
C 2.30 -2.77 2.88  -0.0965
C 1.63 -3.09 1.65  -0.0630
C 0.92 -1.95 1.29  -0.0762
H -2.94 1.56 -3.36  0.0716
H -1.62 2.62 -3.42  -0.0446
H -1.52 1.33 -4.53  0.0749
H 1.31 1.75 -2.86  -0.0209
H 1.64 1.06 -1.45  0.0389
H 1.44 0.11 -2.90  0.0513
H -0.59 -1.82 -2.11  0.0572
H -1.53 -1.22 -0.68  -0.0391
H -2.36 -1.20 -2.12  0.0495
H -2.41 1.41 0.06  0.0668
H -1.58 2.86 -0.55  0.0926
H -0.85 2.02 1.80  0.0742
H 0.40 2.50 0.52  0.1554
H 1.09 1.13 2.65  0.1555
H 2.22 -0.85 4.09  0.1371
H 2.91 -3.55 3.37  0.1080
H 1.58 -4.01 1.01  0.1132
H 0.07 -1.91 0.65  0.1035

Properties
HOMO-LUMO gap, eV: 9.38
SMILES: C[Si](C)(C)CCO[C@@H](Cl)n1cccc1

***

No. 7
Below is C10H18F3OP in the gas phase in a non-equilibrium geometry, with properties calculated with ωB97M-V with the def2-TZVPD basis set.

Last column: Löwdin charge in e.
CARTESIAN COORDINATES (ANGSTROEM)
C 2.09 -4.21 0.40  -0.1387
C -3.25 3.16 -1.44  -0.1582
C 0.84 -3.33 0.47  -0.2717
C -2.92 2.44 -0.13  -0.2917
C 1.10 -1.85 0.42  -0.2842
C -1.64 1.70 -0.33  -0.1897
C -0.20 -1.14 0.51  -0.2697
C -1.21 1.11 1.14  -0.2033
C -0.06 0.27 0.99  -0.2934
C 3.26 1.00 -0.83  -0.6780
O 1.53 2.48 0.76  -0.3693
F 4.08 1.47 0.11  0.0974
F 3.34 1.84 -1.85  0.1364
F 3.60 -0.20 -1.16  0.1442
P 1.35 1.16 0.18  1.0003
H 2.94 -3.83 1.05  0.0889
H 2.67 -4.34 -0.57  0.0807
H 1.91 -5.26 0.67  0.0643
H -2.51 4.08 -1.74  0.1198
H -3.07 2.42 -2.31  0.0898
H -4.28 3.58 -1.51  0.0623
H 0.60 -3.55 1.54  0.1232
H 0.00 -3.75 -0.05  0.1072
H -2.82 3.23 0.59  0.1052
H -3.85 1.84 0.01  0.1265
H 1.79 -1.73 1.20  0.0987
H 1.61 -1.44 -0.48  0.1068
H -0.82 2.37 -0.61  0.0881
H -1.61 0.86 -0.99  0.0975
H -0.95 -1.60 1.25  0.1621
H -0.48 -1.21 -0.48  0.0935
H -1.98 0.55 1.45  0.0818
H -1.06 1.92 1.71  0.0734

Properties
HOMO-LUMO gap, eV: 7.31

***

No. 8
Below is 2 unconnected molecules or ions with the total composition C10H18FNO3 in a non-equilibrium geometry, with properties calculated with ωB97M-V with the def2-TZVPD basis set.

Last column: Löwdin charge in e.
CARTESIAN COORDINATES (ANGSTROEM)
C 0.36 -0.73 -0.02  -0.0995
C -2.52 2.20 -0.17  -0.1446
C -3.41 1.81 1.02  -0.1487
C -2.63 1.00 -1.14  -0.1380
C -3.03 0.34 1.14  -0.1698
C 2.94 -1.89 -0.79  -0.0026
C 3.51 0.66 -0.98  -0.0191
C 3.12 -0.28 1.24  -0.0697
C -2.39 -1.28 -0.42  -0.5359
C 2.83 -0.46 -0.18  -0.5840
N -2.77 -0.05 -0.19  -0.0805
O 0.56 -1.84 0.70  0.0390
O -2.11 -2.14 0.42  0.0400
O 1.43 -0.05 -0.40  -0.0941
F -2.39 -1.64 -1.75  0.0968
H -3.01 3.16 -0.69  0.1519
H -1.45 2.31 0.00  0.1025
H -3.25 2.30 1.91  0.0857
H -4.39 1.88 0.70  0.0925
H -3.48 0.95 -1.88  0.1405
H -1.65 0.87 -1.64  0.1203
H -2.03 0.14 1.80  0.1663
H -3.66 -0.31 1.80  0.1372
H 2.38 -1.92 -1.67  0.0705
H 4.00 -2.16 -0.98  0.1024
H 2.51 -2.57 -0.08  0.0646
H 4.38 1.12 -0.42  0.1025
H 2.56 1.21 -1.30  0.1188
H 3.99 0.28 -1.88  0.0694
H 3.06 0.80 1.58  0.1082
H 2.55 -0.87 2.02  0.1045
H 4.21 -0.47 1.45  0.1055
H -0.22 -2.38 0.79  0.0675

Properties
HOMO-LUMO gap, eV: 9.26